Here is a 2-piece molecular cluster, C4H14N6 overall in a non-equilibrium geometry from OMol25. Energies are from ωB97M-V/def2-TZVPD.

```
24
Properties=species:S:1:pos:R:3:forces:R:3:lowdin_charge:R:1
H -0.431105 1.297167 -0.076454 0.23 0.38 0.18 -0.001
N 0.190675 2.117025 -0.072468 0.40 -0.31 -0.29 0.115
C 1.386834 1.795750 -0.386313 -0.51 0.06 -0.12 -0.527
N 2.383418 2.768928 -0.442372 0.35 -0.34 -0.45 0.095
C 1.880549 0.390335 -0.644972 -0.13 -0.18 0.24 -0.206
C 2.390344 0.092826 -2.051893 -0.45 -0.28 -0.21 -0.105
H 3.105342 2.615934 -1.149386 -0.39 0.00 0.50 0.081
H 2.011970 3.699254 -0.490891 -0.16 0.28 0.06 0.080
H 2.693749 0.206411 0.067115 -0.09 -0.04 -0.04 0.112
H 1.064033 -0.299808 -0.402189 0.16 0.11 0.01 0.101
H 3.137049 0.808365 -2.378388 0.14 0.09 -0.13 0.057
H 1.579788 0.052784 -2.798625 0.23 0.26 0.32 0.082
H 2.842969 -0.898002 -2.055980 0.15 0.01 -0.04 0.068
H -2.019723 0.420458 1.677036 0.26 0.07 0.04 0.011
N -2.301242 0.152612 0.744328 -0.72 -1.22 -0.48 0.081
C -2.398729 -1.143485 0.645718 1.03 2.09 0.67 -0.569
N -2.907127 -1.702166 -0.488220 -0.16 -0.32 -0.46 0.118
N -1.886805 -1.993954 1.610426 -0.57 -1.13 -0.61 -0.077
N -1.592641 -1.597536 2.908639 -0.15 0.43 0.15 0.007
H -2.875592 -2.696213 -0.674884 0.16 0.43 0.13 0.093
H -3.016604 -1.071470 -1.278286 0.02 -0.34 0.49 0.105
H -2.140505 -2.968691 1.553384 -0.04 0.10 0.06 0.120
H -0.758030 -1.028951 2.890102 0.21 0.03 0.05 0.077
H -2.338617 -1.017575 3.294574 0.02 -0.17 -0.08 0.085
```
Positions in Å, forces in eV/Å.

Output
- E_HOMO (eV) = -8.787
- charge = 0
- E_LUMO (eV) = 0.8
- max |F| (eV Å⁻¹) = 2.4
- SMILES string = [H]/N=C(/N)CC.[H]/N=C(/N)NN
- calculated total energy (eV) = -13315.2280

=====

Here is one molecule with the formula C5H14NO in a non-equilibrium geometry from OMol25. Energies are from ωB97M-V/def2-TZVPD.

```
21
Properties=species:S:1:pos:R:3:forces:R:3:lowdin_charge:R:1
C -1.545265 -0.964056 0.405803 -0.61 0.40 1.31 -0.209
O -1.394821 -0.948628 1.855721 0.03 -0.17 -0.44 -0.136
C -0.775472 0.202372 -0.198127 1.31 -0.73 -0.50 -0.346
C 0.550147 -0.249707 -0.839675 0.42 -0.20 0.97 -0.395
C 1.489526 -0.918613 0.180009 0.03 0.46 0.54 -0.088
C 1.272761 0.883380 -1.574075 -0.80 1.05 -0.01 -0.094
N -0.513420 1.265536 0.843665 -0.76 0.34 -0.85 0.123
H -1.237386 -1.942028 0.043893 0.19 0.09 -0.32 0.120
H -2.606447 -0.810198 0.234691 -0.21 -0.12 -0.41 0.107
H -2.191888 -1.348013 2.229392 0.16 0.07 0.06 0.090
H -1.353731 0.650941 -1.002356 -0.31 0.30 0.18 0.107
H 0.284509 -1.041344 -1.536513 -0.18 0.05 -0.26 0.130
H 0.991372 -1.390192 1.031577 -0.27 -0.72 -0.58 0.069
H 2.084010 -0.201856 0.751039 0.28 0.39 -0.48 0.061
H 2.170322 -1.565275 -0.372689 0.05 -0.23 0.38 0.085
H 2.281087 1.115280 -1.230238 0.11 -0.56 -0.18 0.075
H 1.211245 0.778823 -2.650770 0.39 -0.23 -0.21 0.074
H 0.750712 1.836463 -1.403502 -0.08 -0.11 0.05 0.045
H 0.485725 1.486265 0.992481 0.00 -0.18 0.21 0.074
H -0.973645 2.185630 0.527721 0.00 0.04 0.21 0.029
H -0.979341 0.975222 1.711955 0.25 0.06 0.34 0.079
```
Positions in Å, forces in eV/Å.

Output
- 2S+1 = 2
- E_HOMO (spin up / spin down) (eV) = -3.324 / -11.203
- charge = 0
- E_LUMO (spin up / spin down) (eV) = 0.8 / 0.5
- max |F| (eV Å⁻¹) = 1.6
- calculated total energy (eV) = -8946.0559

=====

Going through the records in order, we get energy above the lowest of the compared OMol25 structures with the same formula, charge and spin values of 0.0, 47.5 kcal/mol.